No. 1
DFT (ωB97M-V with the def2-TZVPD basis set) results for a structure of composition C19H22F5MoN2O4S4Te.

Last column: Mulliken charge in e.
CARTESIAN COORDINATES (ANGSTROEM)
Mo  -0.05076  1.03159  0.41555  -0.26
C  2.93003  2.49347  -0.84915  -0.85
C  2.14993  3.77668  -0.61909  -0.86
S  0.36906  3.48505  -0.41611  0.09
C  -0.07078  4.37217  1.09847  -0.77
C  0.64478  3.95287  2.36860  -0.72
S  0.59936  2.15895  2.75601  0.10
C  2.35173  1.85243  3.10921  -0.94
C  3.29617  2.07349  1.93370  -0.80
S  2.72086  1.23307  0.43238  0.13
H  2.60719  1.98838  -1.75808  0.37
H  3.99420  2.70805  -0.94690  0.62
H  2.50869  4.33057  0.24738  0.39
H  2.26816  4.42425  -1.48794  0.56
H  0.09109  5.43740  0.92800  0.63
H  -1.14660  4.21804  1.17284  0.38
H  1.69535  4.23522  2.34171  0.38
H  0.19365  4.46143  3.22029  0.53
H  2.62739  2.49331  3.94786  0.54
H  2.40955  0.82930  3.48456  0.48
H  3.42013  3.13316  1.72250  0.40
H  4.27979  1.67811  2.18595  0.57
F  -4.20564  2.91420  -2.48461  -0.38
Te  -3.06619  1.46358  -2.50981  1.86
F  -3.22986  0.97024  -4.27032  -0.38
F  0.60663  0.82838  -1.34610  -0.62
F  -1.75711  2.74616  -3.12376  -0.55
F  -4.62982  0.41081  -2.20845  -0.49
O  -1.44379  1.82736  0.85916  -0.57
N  0.47116  -0.72269  1.74133  -0.07
C  0.65445  -2.02490  1.08971  0.92
C  1.66975  -2.17949  0.15584  -0.72
C  1.63249  -3.28220  -0.67608  -1.03
C  0.58248  -4.18871  -0.57874  -0.15
C  -0.33028  -4.09917  0.46108  -0.49
C  -0.30128  -3.00096  1.30598  -0.63
S  0.26594  -5.29015  -1.96929  1.39
O  -0.99511  -5.91745  -1.63293  -0.70
O  0.14940  -4.30564  -3.04377  -0.66
O  1.41337  -6.15431  -2.06511  -0.67
H  -0.30311  -0.81731  2.40037  0.36
H  1.29255  -0.50259  2.30014  0.36
H  2.43912  -1.42893  0.03014  0.29
H  2.36759  -3.40671  -1.46110  0.44
H  -1.10702  -4.84929  0.53689  0.61
H  -1.06230  -2.87406  2.06827  0.38
N  -4.82669  -4.17589  -2.00685  -0.45
C  -4.04802  -3.41871  -1.63475  -0.60
C  -3.10337  -2.43931  -1.17408  0.86
C  -3.43062  -1.65366  -0.06709  -0.85
C  -2.54114  -0.69906  0.38959  -0.56
C  -1.32008  -0.52110  -0.27261  1.67
C  -0.98978  -1.31166  -1.37469  0.10
C  -1.88417  -2.27229  -1.82836  -1.02
H  -4.38997  -1.78154  0.41584  0.54
H  -2.82050  -0.08266  1.23482  0.54
H  -0.04564  -1.21712  -1.88922  0.49
H  -1.60245  -2.91015  -2.65919  0.84

Computed properties:
2S+1 = 1
net charge = +1
gap between HOMO and LUMO (spin up / spin down) = 3.59 / 3.59 eV
E_tot = -3575.70713 hartree
LUMO (spin up / spin down) = -6.58 / -6.58 eV


No. 2
DFT (ωB97M-V with the def2-TZVPD basis set) results for an isolated molecule of C19H22FN3O2S.

Last column: Mulliken charge in e.
CARTESIAN COORDINATES (ANGSTROEM)
C  -2.38618  -1.77215  1.82690  -1.23
C  -1.59538  -0.94489  2.78368  -0.31
C  -1.82421  -0.82720  4.12323  1.01
S  -0.64905  0.24371  4.82840  -0.27
C  0.05441  0.44300  3.24363  0.43
N  -0.54060  -0.21952  2.31679  -0.15
C  1.23745  1.32289  3.01086  -1.18
N  1.61387  1.27078  1.62167  -0.10
C  2.73630  0.63160  1.21685  0.16
O  3.63882  0.34169  1.97287  -0.70
C  2.80561  0.31964  -0.27852  0.59
C  1.46637  -0.12780  -0.85881  -1.07
N  0.54154  0.96546  -1.08968  0.34
C  0.89270  2.24840  -1.36580  0.90
O  0.07042  3.07068  -1.72434  -0.69
C  2.32973  2.64635  -1.09182  -0.77
C  3.32897  1.50006  -1.09926  -1.08
H  4.28564  1.83806  -0.69819  0.38
H  3.49442  1.16137  -2.12493  0.44
H  2.32849  3.13713  -0.11402  0.25
H  2.60326  3.40528  -1.82696  0.44
C  -0.84402  0.56195  -1.27126  -1.08
C  -1.02415  -0.29270  -2.49721  0.47
C  -0.65072  0.21384  -3.73649  -0.56
C  -0.79465  -0.58008  -4.85685  0.22
C  -1.30465  -1.86470  -4.78851  -0.53
C  -1.67885  -2.35792  -3.55157  -0.64
C  -1.53460  -1.58090  -2.41424  -0.23
H  -1.82844  -1.97777  -1.45397  0.35
H  -2.08170  -3.35632  -3.47451  0.40
H  -1.40377  -2.45229  -5.68706  0.45
F  -0.42470  -0.08872  -6.05754  -0.33
H  -0.26201  1.21624  -3.82810  0.58
H  -1.16847  0.02583  -0.37402  -0.05
H  -1.42331  1.48467  -1.37532  0.50
H  1.64593  -0.65346  -1.80758  0.59
H  0.98094  -0.83307  -0.17485  0.31
H  3.51606  -0.50873  -0.36561  0.47
H  0.84619  1.36129  0.97218  0.12
H  2.09577  0.98169  3.60050  0.57
H  1.00054  2.35239  3.30757  0.38
C  -2.88350  -1.46977  4.94705  -1.28
H  -2.77872  -1.17947  5.98872  0.37
H  -2.81353  -2.55573  4.88099  0.33
H  -3.87244  -1.17044  4.59992  0.31
H  -3.04962  -1.13828  1.23804  0.24
H  -1.71018  -2.28785  1.14784  0.26
H  -2.98595  -2.50422  2.35932  0.41

Computed properties:
2S+1 = 1
gap between HOMO and LUMO = 9.45 eV
E_tot = -1550.08221 hartree
LUMO = 0.54 eV


No. 3
DFT (ωB97M-V with the def2-TZVPD basis set) results for a structure of composition C19H22FN4O5Pt.

Last column: Mulliken charge in e.
CARTESIAN COORDINATES (ANGSTROEM)
Pt  -3.31275  3.95626  0.43388  1.50
N  -3.27125  4.61255  2.36612  -0.59
C  -2.91196  6.07225  2.49153  -0.31
C  -2.76772  6.68827  1.11492  0.56
O  -2.60174  7.82305  0.87630  -0.36
O  -2.84334  5.75225  0.09115  -0.43
H  -4.19669  4.42970  2.76278  0.40
H  -2.61094  4.02870  2.88162  0.40
H  -1.98121  6.15610  3.04888  0.32
H  -3.69695  6.58258  3.04754  0.35
F  2.85748  1.35997  0.47729  -0.32
C  1.73026  0.67563  0.26134  0.31
C  0.56190  1.35591  0.34760  -0.88
C  -0.66773  0.68845  0.17562  1.07
C  -1.92265  1.35264  0.26173  1.77
O  -1.86598  2.66240  0.52625  -1.46
C  -3.08388  0.63434  0.07900  -0.71
C  -2.98637  -0.73291  -0.16833  -0.41
N  -1.83768  -1.37281  -0.27278  0.27
C  -1.84501  -2.82150  -0.50474  -0.35
C  -2.86141  -3.41033  -1.42929  -1.01
C  -1.42338  -3.34797  -1.84556  -0.39
C  -0.63235  -0.69308  -0.09920  -0.21
C  0.58543  -1.36959  -0.19930  -0.87
C  1.80829  -0.72589  -0.01643  -0.44
N  3.00967  -1.39003  -0.09281  0.16
C  3.11514  -2.83820  0.02759  -0.75
C  3.80518  -3.43452  -1.19211  -0.66
N  5.04677  -2.61979  -1.53048  -0.08
C  5.43999  -1.69476  -0.41330  -1.07
C  4.31750  -0.70587  -0.12824  -0.52
C  -4.45919  1.19599  0.12374  1.00
O  -5.42497  0.50501  0.03307  -0.50
O  -4.58247  2.52424  0.28451  -0.46
H  0.60199  2.41302  0.56666  0.53
H  -3.89402  -1.31078  -0.28289  0.80
H  -1.57830  -3.36531  0.39229  0.46
H  -3.54534  -2.75087  -1.94588  0.37
H  -3.28565  -4.35992  -1.13813  0.27
H  -1.17258  -2.62244  -2.60836  0.24
H  -0.84617  -4.26186  -1.86474  0.32
H  0.55273  -2.41571  -0.45116  0.65
H  2.14164  -3.30431  0.12760  0.38
H  3.65684  -3.09154  0.94190  0.32
H  3.16385  -3.41394  -2.07001  0.38
H  4.11725  -4.45948  -1.00351  0.42
H  4.88402  -2.07463  -2.37901  0.39
H  5.82572  -3.24538  -1.74716  0.38
H  6.33793  -1.15799  -0.71236  0.44
H  5.68735  -2.31956  0.44139  0.41
H  4.30565  0.05999  -0.90343  0.50
H  4.55708  -0.21831  0.81690  0.41

Computed properties:
2S+1 = 1
net charge = +3
gap between HOMO and LUMO = 4.73 eV
E_tot = -1550.51810 hartree
LUMO = -12.06 eV